Entry 1:
{
  "formula": "ClH10O7V",
  "method": "the ωB97M-V functional and the def2-TZVPD basis",
  "symbols": ["Cl", "H", "H", "O", "H", "H", "H", "O", "O", "H", "V", "H", "O", "H", "H", "H", "O", "O", "O"],
  "xyz": [[0.297, 0.165, -0.301], [-3.565, 1.508, -3.063], [1.591, 4.060, 1.097], [-4.477, 1.765, -3.204], [-3.024, -1.616, 4.059], [-1.933, -4.499, -3.298], [2.026, 5.073, 0.059], [3.901, -2.134, -2.962], [2.152, 4.826, 0.975], [-1.197, -3.347, -2.649], [4.320, -0.896, -2.080], [-4.604, 1.684, -4.150], [-3.845, -1.221, 3.766], [-3.582, -0.597, 3.089], [2.552, 0.518, 4.884], [2.821, -0.116, 3.535], [-1.544, -3.646, -3.489], [3.197, -0.005, 4.409], [4.914, -1.521, -0.676]],
  "forces_ev_per_a": [[0.9, -0.1, -0.4], [0.3, -0.1, 0.1], [-0.2, -0.3, 0.1], [-0.2, 0.1, 0.1], [0.2, -0.1, 0.1], [-0.1, -0.2, 0.0], [-0.1, 0.1, -0.2], [0.7, 1.9, 1.1], [0.2, 0.1, 0.1], [0.1, 0.2, 0.2], [-0.1, -3.7, 3.5], [-0.1, 0.0, -0.2], [-0.2, -0.1, 0.1], [0.0, 0.2, -0.2], [-0.1, 0.1, 0.1], [-0.1, 0.0, -0.3], [0.0, 0.1, -0.3], [0.2, -0.1, 0.1], [-1.5, 2.0, -4.1]],
  "mulliken_charge": [-0.663, 0.323, 0.333, -0.639, 0.317, 0.319, 0.313, -0.490, -0.645, 0.324, 1.658, 0.316, -0.642, 0.326, 0.319, 0.324, -0.643, -0.643, -0.508],
  "homo_energy_ha": -0.325,
  "lumo_energy_ev": -4.8,
  "homo_lumo_gap_ev": 4.05,
  "e_above_lowest_ev": 4.287
}

Entry 2:
{
  "formula": "C32H48Cl8O24",
  "method": "the ωB97M-V functional and the def2-TZVPD basis",
  "symbols": ["O", "C", "C", "C", "O", "H", "H", "H", "O", "O", "O", "H", "C", "H", "Cl", "H", "O", "C", "H", "Cl", "O", "Cl", "Cl", "O", "H", "O", "C", "C", "H", "O", "C", "O", "O", "H", "H", "O", "H", "C", "C", "Cl", "C", "H", "C", "O", "C", "H", "H", "H", "C", "O", "C", "C", "H", "H", "O", "C", "Cl", "H", "H", "H", "H", "O", "C", "O", "H", "H", "H", "C", "O", "H", "C", "H", "H", "C", "C", "H", "H", "C", "O", "H", "H", "O", "H", "C", "O", "H", "C", "H", "H", "O", "H", "Cl", "H", "H", "C", "H", "H", "H", "C", "H", "H", "C", "C", "H", "C", "O", "H", "H", "Cl", "C", "H", "C"],
  "xyz": [[-26.074, 3.938, 14.709], [-30.993, 0.207, 19.267], [-22.449, 8.011, 17.646], [-33.063, 8.312, 21.841], [-26.264, 6.463, 18.917], [-27.971, 9.688, 20.514], [-29.763, 10.817, 25.317], [-26.388, 1.669, 22.766], [-32.590, 7.134, 19.483], [-23.568, 8.462, 21.581], [-28.087, 5.227, 18.520], [-26.976, 5.346, 16.024], [-34.936, 4.690, 19.014], [-28.885, 2.243, 21.114], [-27.872, 10.910, 17.829], [-27.668, 1.023, 20.700], [-21.524, 3.577, 19.505], [-24.109, 7.793, 22.395], [-32.260, 4.446, 24.181], [-31.640, 2.069, 21.169], [-30.431, 7.939, 24.031], [-29.841, 1.248, 18.395], [-28.911, 0.436, 22.618], [-22.579, 5.505, 19.123], [-29.635, 3.997, 19.192], [-24.284, 6.455, 22.267], [-23.779, 8.662, 17.995], [-30.104, 4.026, 24.184], [-24.469, 6.274, 16.205], [-33.425, 5.415, 20.655], [-33.319, 6.217, 19.563], [-31.903, 8.440, 21.631], [-27.892, 6.314, 20.458], [-23.076, 2.887, 18.367], [-28.866, 4.708, 21.226], [-28.447, 7.429, 23.123], [-22.525, 7.033, 17.191], [-29.098, 5.531, 20.546], [-29.372, 5.053, 19.144], [-29.974, 10.806, 20.474], [-30.585, 2.600, 25.872], [-24.952, 5.047, 23.713], [-25.169, 7.150, 24.263], [-34.142, 5.796, 18.586], [-24.788, 3.496, 14.799], [-21.899, 7.974, 18.582], [-26.125, 7.253, 24.773], [-31.386, -0.609, 18.668], [-26.166, 5.214, 15.308], [-24.395, 2.497, 14.300], [-35.257, 8.829, 22.138], [-30.992, 9.138, 24.564], [-34.746, 3.889, 18.303], [-29.416, 4.867, 24.158], [-31.604, 3.465, 25.883], [-29.774, 9.734, 25.241], [-21.498, 9.020, 16.552], [-30.409, 3.704, 23.186], [-35.583, 9.160, 23.119], [-31.286, 9.787, 23.736], [-30.414, -0.197, 20.096], [-24.720, 8.255, 23.515], [-22.918, 3.239, 19.389], [-20.331, 5.377, 18.915], [-30.100, 5.615, 18.567], [-29.352, 8.550, 20.258], [-35.990, 4.923, 19.125], [-27.100, 2.362, 22.322], [-28.711, 9.299, 24.366], [-31.302, 5.441, 25.315], [-27.305, 6.016, 19.272], [-24.431, 6.950, 25.048], [-35.482, 6.827, 22.936], [-28.738, 9.478, 18.451], [-25.236, 6.002, 23.279], [-29.710, 9.495, 17.967], [-35.022, 4.260, 21.160], [-28.872, 9.475, 19.950], [-30.540, 1.629, 26.565], [-23.707, 4.774, 20.727], [-26.126, 5.901, 22.661], [-33.967, 9.302, 21.771], [-24.313, 7.971, 18.643], [-24.895, 5.272, 16.180], [-33.675, 7.114, 22.067], [-32.945, 0.359, 20.148], [-21.366, 4.870, 19.154], [-24.496, 4.762, 19.208], [-23.234, 2.472, 20.088], [-24.041, 4.315, 15.574], [-23.588, 9.595, 18.516], [-24.771, 9.099, 16.581], [-26.146, 6.042, 14.602], [-28.181, 8.594, 18.138], [-23.521, 4.593, 19.668], [-35.959, 9.137, 21.368], [-32.542, 1.649, 19.026], [-29.837, 6.153, 21.055], [-31.431, 4.453, 24.879], [-33.790, 3.343, 20.411], [-27.594, 2.875, 23.144], [-29.128, 8.161, 23.768], [-28.119, 1.585, 21.511], [-31.807, 8.917, 25.246], [-32.144, 1.019, 19.822], [-29.638, 2.920, 24.963], [-29.619, 9.313, 26.238], [-35.639, 6.888, 21.199], [-26.257, 3.472, 21.200], [-35.075, 7.296, 22.037], [-25.141, 5.073, 17.226], [-34.277, 4.316, 20.360]],
  "forces_ev_per_a": [[0.0, 0.0, -0.1], [0.1, 0.2, 1.1], [-0.3, 0.6, 0.3], [0.3, -0.4, -0.7], [0.5, -0.1, -0.1], [0.3, -0.4, -0.3], [0.0, 0.0, -0.2], [0.2, 0.1, -0.2], [0.6, 0.7, -0.5], [0.3, 0.3, 0.1], [-0.1, -0.4, -0.2], [-0.5, -0.5, -0.6], [1.4, -0.8, 0.4], [-0.1, 0.0, -0.1], [0.0, -0.1, 0.1], [0.1, 0.0, 0.0], [0.1, -0.6, 0.1], [-0.6, -0.3, -0.5], [-0.2, 0.0, 0.1], [-0.1, 0.0, 0.0], [-0.2, -0.4, 0.0], [-0.1, -0.1, -0.4], [-0.1, -0.2, 0.0], [0.5, -0.5, 0.3], [0.0, 0.0, -0.4], [0.4, -0.3, 0.7], [0.6, -0.2, 0.1], [-1.4, 0.3, -0.1], [0.3, -0.1, -0.4], [0.4, -1.6, -1.4], [-0.3, -1.3, 0.2], [0.0, 0.1, 0.8], [0.0, -0.4, -0.9], [-0.2, 0.1, 0.0], [-0.1, -0.2, -0.1], [0.2, -0.2, 0.0], [-0.1, -0.1, 0.1], [0.1, 0.6, 1.5], [0.3, -0.2, 0.2], [0.0, 0.0, 0.0], [0.1, -1.4, 0.6], [0.2, 0.0, -0.2], [-0.2, -1.1, 1.0], [-0.7, 0.3, -0.3], [-0.2, 0.0, 0.4], [0.1, -0.4, -0.1], [-0.1, 0.8, -0.3], [0.2, 0.1, -0.4], [1.0, 1.1, 1.4], [0.1, -0.2, -0.3], [-0.1, -0.9, -1.0], [0.5, 0.7, 0.0], [-0.5, 0.0, -0.2], [0.4, -0.3, -0.1], [-0.3, 0.4, -0.1], [0.1, 0.0, 0.2], [0.3, 0.3, -0.4], [0.7, -0.2, -0.1], [0.3, 0.2, 0.1], [-0.3, -0.2, 0.0], [-0.1, -0.2, 0.0], [-0.1, 0.2, -0.3], [0.2, 0.4, -0.3], [0.7, 0.5, -0.2], [-0.2, 0.1, 0.1], [0.1, 0.0, 0.2], [0.0, 0.3, -0.3], [-0.2, -0.7, -0.1], [-0.3, -0.2, 0.1], [-0.3, 0.0, 0.2], [-0.6, 0.6, 0.6], [0.0, -0.1, -0.1], [0.0, -0.1, -0.1], [0.3, 0.1, -0.1], [0.5, 0.5, -1.3], [-0.1, -0.2, 0.1], [0.0, 0.2, 0.0], [-0.7, 0.6, 0.1], [0.2, 0.5, -0.2], [0.6, 0.1, 0.1], [-0.6, 0.1, 0.8], [-0.2, 0.6, 0.5], [-0.3, 0.1, -0.1], [-0.7, 0.9, 0.1], [-0.1, 1.5, 0.8], [0.1, 0.0, 0.3], [-0.8, -0.1, 0.2], [0.2, 0.0, -0.3], [0.4, 0.0, 0.2], [0.0, -0.1, 0.1], [-0.1, 0.0, 0.1], [-0.2, -0.3, -0.1], [-0.2, -0.3, -0.4], [0.1, 0.1, -0.1], [-1.6, 0.0, 0.0], [-0.1, 0.4, 0.2], [0.0, 0.1, 0.1], [-0.2, 0.0, -0.4], [1.1, 0.2, -0.1], [0.5, 0.3, -0.4], [0.1, 0.4, -0.2], [-0.1, 0.2, 0.2], [0.1, 0.1, 0.3], [0.0, -0.1, -0.1], [-0.1, -0.1, -0.7], [-0.2, 0.7, -0.3], [0.1, -0.1, -0.1], [0.7, -0.2, -0.5], [0.0, 0.0, 0.3], [-0.8, 0.5, 1.8], [0.3, -0.7, -0.1], [-1.3, 0.0, 0.7]],
  "mulliken_charge": [-0.359, -0.483, -0.004, 0.312, -0.194, 0.387, 0.330, 0.516, -0.525, -0.516, -0.436, 0.131, -0.338, -0.540, -0.206, 0.451, -0.409, 0.561, 0.100, -0.020, 0.127, -0.144, -0.161, -0.051, -0.359, -0.249, 0.217, 0.993, -0.288, -0.125, 0.673, -0.291, 0.331, 0.252, -0.971, -0.095, 0.037, 0.934, 0.486, -0.208, 0.505, 0.311, -0.355, -0.429, 0.549, 0.236, 0.158, 0.424, -0.016, -0.539, -0.486, -0.387, 0.334, -0.152, -0.379, -0.533, -0.226, -0.565, 0.278, 0.238, 0.204, -0.368, -0.244, -0.541, 0.299, -0.651, 0.251, -0.802, -0.322, 0.096, 0.020, 0.324, 0.317, 0.033, 0.770, 0.351, 0.277, 0.399, -0.555, -0.206, -0.590, -0.388, -0.342, 1.000, 0.008, 0.510, 0.507, -1.042, 0.324, -0.351, 0.440, -0.203, 0.259, -0.088, 1.490, 0.301, 0.311, -0.070, 0.239, -0.335, 0.061, -0.029, 0.361, 0.379, -0.745, -0.335, 0.283, 0.164, 0.130, -0.234, -0.656, 0.159],
  "homo_energy_ha": -0.358,
  "smiles": "O=C1OCCO1.O=C1OCCO1.O=C1OCCO1.O=C1OCCO1.O=C1OCCO1.O=C1OCCO1.O=C1OCCO1.O=C1OCCO1.ClCCCl.ClCCCl.ClCCCl.ClCCCl",
  "lumo_energy_ev": -0.4,
  "homo_lumo_gap_ev": 9.33,
  "e_above_lowest_ev": 1.129
}

Entry 3:
{
  "formula": "C30H26F3N3O3",
  "method": "the ωB97M-V functional and the def2-TZVPD basis",
  "symbols": ["H", "H", "H", "H", "C", "H", "C", "C", "F", "C", "C", "F", "H", "C", "H", "H", "C", "C", "C", "N", "H", "H", "O", "C", "H", "C", "N", "H", "H", "C", "C", "C", "C", "C", "F", "H", "H", "C", "C", "C", "H", "H", "H", "H", "C", "C", "H", "H", "C", "C", "H", "C", "C", "C", "H", "O", "H", "C", "C", "O", "H", "N", "C", "H", "C"],
  "xyz": [[0.613, 7.754, -1.649], [-2.377, 2.770, 3.331], [0.034, -5.366, 1.372], [4.027, -0.811, 2.835], [0.599, 3.878, -1.113], [-1.053, 2.996, 2.130], [-0.571, 5.971, -1.527], [0.489, 2.319, -1.097], [-1.894, -4.664, -2.772], [-0.299, 0.114, -2.778], [-0.363, -3.294, 1.805], [-0.058, -4.663, -1.552], [-2.365, -2.406, -1.788], [-0.533, -2.717, -2.823], [-1.520, 4.014, -1.295], [-2.229, 0.023, -1.817], [-0.720, 0.251, 1.815], [1.800, 4.607, -0.975], [1.866, -4.207, 1.564], [-1.561, 1.008, 2.571], [2.521, -5.051, 1.335], [3.340, 0.823, 2.540], [0.821, -0.230, 0.093], [-1.517, -1.936, -2.258], [2.727, 4.112, -0.752], [0.489, -4.380, 1.549], [-0.670, -0.976, 2.408], [-1.109, 2.117, -2.562], [3.628, -0.300, 1.160], [0.617, 6.700, -1.401], [0.211, -2.056, 2.073], [0.882, 2.165, -3.482], [-2.440, -4.563, 1.726], [2.425, -2.961, 1.831], [0.109, -4.800, -3.757], [-2.703, 2.488, 1.609], [3.491, -2.794, 1.804], [-0.320, 1.805, -0.049], [1.589, -1.878, 2.114], [0.648, -0.685, -3.411], [-2.143, -5.283, 2.495], [-2.757, 0.683, 4.328], [-1.217, 2.336, 0.206], [1.360, -2.679, -3.788], [-1.529, -0.988, 3.489], [-0.599, -4.218, -2.743], [2.720, 6.583, -1.058], [-2.310, -4.996, 0.730], [3.338, -0.216, 2.221], [-0.573, 4.576, -1.296], [-1.520, 6.456, -1.785], [-0.064, 1.621, -2.461], [-1.938, 2.392, 2.399], [-1.445, -0.529, -2.290], [-1.674, -1.894, 4.068], [1.977, -0.629, 2.449], [1.529, 1.890, -1.116], [1.798, 6.012, -1.145], [-2.064, 0.254, 3.616], [-1.725, -3.319, 1.845], [1.553, -0.254, -3.872], [1.580, 2.773, -4.178], [0.573, -2.076, -3.375], [-3.463, -4.241, 1.874], [-0.026, 0.571, 0.584]],
  "forces_ev_per_a": [[0.1, 0.0, 0.2], [0.2, -0.3, -0.2], [0.4, 0.5, 0.0], [-0.1, 0.2, -0.1], [0.2, -1.0, -0.3], [-0.5, -0.3, 0.1], [-0.2, -0.6, 0.6], [2.4, -1.0, -1.8], [1.2, 0.0, -0.1], [0.0, 0.2, 1.5], [0.5, -0.3, 0.0], [-0.5, 0.0, -1.2], [-0.2, 0.0, 0.0], [0.5, 0.3, 0.1], [0.4, 0.4, -0.3], [-0.3, 0.4, 0.2], [-0.9, -0.7, 1.3], [-0.8, 0.7, -0.4], [0.0, 0.1, -0.2], [0.3, -0.4, 0.0], [-0.3, 0.3, 0.1], [0.2, 0.0, -0.1], [-0.1, -0.1, 0.5], [-0.5, 1.0, -0.2], [0.2, -0.3, -0.1], [-0.9, -0.5, 0.1], [-0.2, 1.0, -0.2], [1.7, -0.6, -0.4], [-0.4, 0.0, 0.3], [-0.6, -0.8, -0.8], [-0.6, -0.2, 0.2], [-0.6, 1.0, -0.5], [0.5, 0.6, -0.1], [-0.2, 0.4, 0.0], [-0.8, 0.1, 1.0], [0.4, 0.0, 0.3], [0.1, -0.2, 0.0], [-0.9, -1.6, 3.3], [0.2, 0.1, -0.1], [1.1, -0.2, 0.1], [0.0, 0.1, -0.1], [0.2, -0.2, -0.2], [0.0, 0.2, 0.1], [0.3, 0.0, -0.2], [0.0, 0.0, 0.6], [0.2, 0.1, 0.4], [-0.1, -0.3, 0.0], [0.0, 0.0, 0.1], [-0.4, -0.5, 0.0], [-0.7, 1.1, -0.5], [0.5, -0.1, 0.2], [-1.2, 1.7, -2.0], [-0.1, 0.8, -0.3], [0.8, -1.0, 0.2], [0.1, 0.4, -0.1], [0.7, -0.2, 0.1], [-0.8, 0.4, 0.8], [-0.1, -0.7, 0.5], [0.2, -0.6, -0.4], [0.2, -0.5, -0.1], [-0.6, -0.1, 0.4], [-0.4, -0.8, 0.5], [-0.6, 0.2, -0.3], [-0.2, -0.3, 0.0], [0.7, 1.8, -2.8]],
  "mulliken_charge": [0.369, 0.357, 0.394, 0.363, 0.320, 0.408, -0.746, 0.741, -0.278, 0.052, 0.290, -0.190, 0.438, 0.105, 0.186, 0.422, -0.283, -0.189, -1.086, 0.184, 0.372, 0.279, -0.779, -0.692, 0.431, -0.502, 0.725, 0.419, 0.373, -0.428, 0.532, -0.041, -0.942, -0.786, -0.284, 0.309, 0.420, -1.065, 0.713, -0.482, 0.370, 0.417, 0.313, 0.459, -0.202, 0.810, 0.375, 0.306, -1.012, -0.352, 0.338, 0.503, -0.992, -0.309, 0.500, -0.397, 0.561, -0.659, -1.008, -0.313, 0.312, -0.647, -0.986, 0.287, 0.897],
  "homo_energy_ha": -0.248,
  "lumo_energy_ev": 0.4,
  "homo_lumo_gap_ev": 7.12
}

Entry 4:
{
  "formula": "C6H13N2O4",
  "method": "the ωB97M-V functional and the def2-TZVPD basis",
  "symbols": ["N", "H", "H", "H", "H", "O", "C", "H", "H", "O", "H", "C", "O", "H", "H", "C", "N", "H", "H", "C", "O", "C", "H", "H", "C"],
  "xyz": [[-4.263, 0.669, 0.033], [3.980, -0.149, 0.302], [0.548, 2.678, 1.582], [-5.123, 0.595, 0.514], [2.355, 2.211, 1.226], [0.932, 0.355, -1.296], [0.214, -0.906, -1.182], [-3.003, -0.611, 1.212], [0.665, -1.853, -0.850], [0.482, 1.939, 0.927], [2.532, 1.180, -1.368], [-0.944, -0.865, -0.196], [-0.781, -1.082, 1.112], [-0.322, -1.156, -2.206], [-4.387, 1.407, -0.606], [1.725, 1.670, 0.559], [-2.150, -0.376, -0.638], [0.040, -1.494, 1.383], [3.003, -1.320, -0.779], [-3.159, -0.122, 0.221], [2.146, -1.048, 1.060], [2.861, -0.505, -0.068], [-2.184, -0.177, -1.638], [2.782, -1.770, 1.199], [2.049, 0.731, -0.502]],
  "forces_ev_per_a": [[1.4, -1.0, -0.3], [-2.8, -0.7, -1.0], [-0.5, -1.0, -0.9], [-0.4, -0.9, 1.2], [1.7, -0.3, -0.4], [-2.5, -2.3, -0.2], [-2.2, -0.2, -0.7], [-0.5, 0.6, -1.0], [1.2, 0.6, -0.5], [-2.4, 0.9, 0.8], [1.3, 0.7, 0.5], [0.7, 0.6, -0.5], [-2.0, 0.6, -0.8], [1.6, 0.8, 1.7], [0.8, 0.6, -1.3], [1.0, 0.7, 0.9], [0.3, 0.1, 1.3], [1.0, 0.1, -0.4], [-0.1, 0.5, -0.6], [-0.8, 0.1, 1.2], [1.3, -0.9, -0.3], [1.9, 2.0, 1.6], [-0.1, 0.3, 0.4], [-0.9, -0.2, 1.1], [0.9, -1.5, -1.8]],
  "mulliken_charge": [-0.351, 0.327, 0.374, 0.223, 0.415, -0.383, -0.565, 0.360, 0.373, -0.425, 0.303, 0.383, -0.481, 0.429, 0.202, -0.616, -0.144, 0.382, 0.482, 0.035, -0.457, -0.745, 0.256, 0.319, 0.304],
  "homo_energy_ha": [-0.397, -0.355],
  "total_charge": 1,
  "lumo_energy_ev": [-3.0, -3.8],
  "homo_lumo_gap_ev": [7.81, 5.84],
  "e_above_lowest_ev": 5.099
}

Entry 5:
{
  "formula": "C2H3NOS",
  "method": "the ωB97M-V functional and the def2-TZVPD basis",
  "symbols": ["H", "S", "C", "H", "N", "H", "C", "O"],
  "xyz": [[1.417, -0.327, -1.004], [-1.045, 0.155, -1.818], [-0.134, 0.006, 1.931], [0.899, 1.169, -0.845], [0.201, -0.056, 0.748], [-1.298, -1.096, -1.243], [0.503, 0.216, -0.774], [-0.542, -0.067, 3.005]],
  "forces_ev_per_a": [[-0.8, -1.2, -0.3], [1.4, -1.8, 1.7], [1.0, -0.2, -6.4], [0.1, 2.4, 0.1], [-0.1, 0.4, 0.9], [-0.1, 1.1, -0.9], [-1.3, -0.8, 2.9], [-0.3, 0.1, 2.1]],
  "mulliken_charge": [0.322, -0.181, 0.533, 0.314, -0.374, 0.157, -0.338, -0.432],
  "homo_energy_ha": -0.363,
  "smiles": "O=C=NCS",
  "lumo_energy_ev": 0.5,
  "homo_lumo_gap_ev": 10.39,
  "e_above_lowest_ev": 1.056
}

Computed values of max |F| (unit: eV Å⁻¹) for the preceding records, in sequence: 5.1, 2.1, 3.8, 3.4, 6.5.